No. 1
DFT (ωB97M-V with the def2-TZVPD basis set) results for a cluster of 16 separate species, C65H117N10O18 in total at a distorted geometry.

Geometry (Å):
C  8.19749  1.00293  5.07251
C  6.79354  0.48844  4.84139
C  6.16627  1.35036  3.83434
N  4.70045  1.33702  3.66613
C  4.00598  2.02558  4.95132
C  2.50069  2.10904  4.71916
C  2.11764  2.88065  3.43471
C  2.94510  2.41715  2.22551
C  4.41052  2.22656  2.49892
C  4.10818  0.00005  3.34867
H  8.07949  2.11418  5.15494
H  8.80124  0.58369  4.28406
H  8.62808  0.71014  6.04762
H  6.19818  0.42161  5.77132
H  6.75300  -0.56378  4.55605
H  6.43409  1.00593  2.85933
H  6.41965  2.40690  3.89974
H  4.55213  2.96687  5.01763
H  4.13209  1.32545  5.81472
H  2.06538  2.62909  5.55025
H  2.08150  1.09617  4.80473
H  2.46623  3.95021  3.64175
H  1.02998  2.88475  3.18429
H  2.79072  3.14982  1.46348
H  2.48456  1.53450  1.81702
H  4.89396  3.18650  2.67764
H  4.99075  1.84123  1.59171
H  4.55547  -0.50084  2.50711
H  3.03696  0.15310  3.13845
H  4.32697  -0.67440  4.22704
C  0.72880  2.35812  -7.63161
C  1.67032  3.57112  -7.85028
C  2.75980  3.03859  -8.72467
N  3.79688  4.00532  -9.29430
C  4.53709  3.23602  -10.41067
C  3.74254  2.93773  -11.66439
C  3.13988  4.24347  -12.15930
C  2.35361  4.99572  -11.11239
C  3.22304  5.24416  -9.91341
C  4.69008  4.44476  -8.21260
H  1.21627  1.46730  -7.20675
H  0.30102  2.17728  -8.56744
H  -0.07094  2.67940  -6.95341
H  1.98689  4.01846  -6.95514
H  1.08259  4.36211  -8.37725
H  2.30537  2.45280  -9.59179
H  3.36065  2.35805  -8.05609
H  4.83180  2.22996  -9.93602
H  5.39263  3.87756  -10.69064
H  3.03427  2.09861  -11.52266
H  4.46987  2.59973  -12.40216
H  2.54114  3.94050  -12.95237
H  3.95254  4.90585  -12.49452
H  1.39561  4.51505  -10.83472
H  2.12965  5.97253  -11.55321
H  2.58590  5.85238  -9.19264
H  4.13171  5.79353  -10.19999
H  4.24544  5.23225  -7.62030
H  5.55365  4.93253  -8.62037
H  4.97566  3.61613  -7.59892
C  11.03230  -10.88838  1.10134
C  9.43143  -11.90332  3.29616
C  8.11201  -11.17188  3.68040
N  7.31709  -11.51273  5.07956
C  7.89447  -10.72682  6.08799
C  9.12201  -11.04130  6.57839
C  3.85790  -10.65653  6.12010
C  4.94825  -11.56310  6.00832
C  5.81629  -11.06984  4.89079
C  7.22199  -13.00059  5.24309
H  10.41539  -10.02912  0.64487
H  10.76842  -11.83426  0.66071
H  11.91042  -10.70790  1.72596
H  10.95616  -7.85528  3.62722
H  9.54346  -12.95366  3.08740
H  7.31010  -11.23432  2.90084
H  8.35273  -10.07487  3.90722
H  7.31875  -9.80230  6.42044
H  10.26377  -11.25661  3.49405
H  9.54319  -10.45256  7.44422
H  9.76791  -11.80609  6.06004
H  3.99612  -9.62105  5.66278
H  2.88046  -10.96862  6.50722
H  3.35032  -12.08048  4.58019
H  4.85718  -12.57765  6.44208
H  5.92904  -10.07220  4.56375
H  5.61018  -11.74545  4.05194
H  6.74181  -13.31698  6.19810
H  8.14775  -13.47812  5.11621
H  6.60711  -13.33084  4.37714
C  -0.36173  6.83018  3.99878
C  -1.32472  7.71541  3.25889
O  -2.39879  7.30151  2.71330
N  -0.99551  9.00781  3.25357
H  -3.99135  7.47640  3.32075
H  -0.10551  9.30872  3.65369
C  -1.87654  10.08574  2.78284
H  -0.60003  5.78733  3.92642
H  -0.26296  7.13476  5.01788
H  0.63450  7.02587  3.59810
H  -2.91317  9.97647  3.08458
H  -1.91344  10.11165  1.68660
H  -1.51893  11.01326  3.23775
C  2.76780  -3.98235  -1.03496
C  3.65009  -2.73954  -1.03694
O  4.19726  -2.31699  -0.02046
N  3.61086  -2.07190  -2.19062
H  4.74415  -3.54564  0.88492
H  2.98539  -2.54827  -2.85085
C  4.32200  -0.86422  -2.51739
H  2.24773  -4.06496  -1.96654
H  1.95948  -3.76487  -0.31302
H  3.35489  -4.91184  -0.83224
H  4.99065  -0.69402  -1.69105
H  3.55711  -0.09858  -2.63193
H  4.94678  -0.85732  -3.38063
C  -1.59386  1.78330  0.83467
C  -0.89138  0.48592  0.93181
O  -0.35975  0.13964  1.96941
N  -0.77547  -0.24234  -0.16938
H  -0.89354  -0.39849  3.10936
H  -1.33641  0.14749  -0.90655
C  -0.09531  -1.51203  -0.31607
H  -0.90484  2.60332  1.08819
H  -2.33107  1.93637  1.64318
H  -1.97877  1.98704  -0.14479
H  0.95885  -1.48004  -0.55439
H  -0.39652  -1.80312  -1.26591
H  -0.18261  -2.23447  0.53325
C  -5.00678  -4.00967  3.81360
N  -5.33603  -2.53674  3.81116
C  -6.62662  -2.06660  3.70968
C  -6.95048  -0.73791  3.73597
C  -5.97936  0.21104  4.13350
C  -4.71771  -0.27045  4.27734
C  -4.39748  -1.66277  4.04543
C  -6.41454  1.49487  4.53883
C  -6.93381  2.38961  3.59138
C  -7.32542  3.62079  4.03658
N  -7.22031  3.98586  5.31899
C  -6.58064  3.21847  6.21416
C  -6.16814  1.97094  5.83952
C  -7.86860  5.21070  5.84811
H  -4.24918  -4.31578  2.99934
H  -5.91970  -4.62522  3.59799
H  -4.52982  -4.25367  4.82630
H  -7.35563  -2.77629  3.27033
H  -8.00957  -0.52685  3.60072
H  -3.93425  0.39380  4.65243
H  -3.34009  -1.94653  4.05355
H  -6.85646  2.12761  2.51581
H  -7.56528  4.48257  3.37407
H  -6.59219  3.50622  7.26257
H  -5.55116  1.39580  6.46862
H  -7.16415  5.77788  6.48685
H  -8.70964  5.04264  6.42968
H  -8.19163  5.92285  5.04550
C  -13.56229  2.96714  -8.33355
N  -12.36793  2.66644  -7.50345
C  -11.26352  3.44388  -7.73961
C  -10.08682  3.15901  -7.12688
C  -9.98486  2.17213  -6.13445
C  -11.11834  1.41890  -5.83275
C  -12.24152  1.64763  -6.63245
C  -8.79090  2.15217  -5.31179
C  -7.51533  2.26249  -5.80847
C  -6.37425  2.22946  -5.03782
N  -6.49224  2.33391  -3.74131
C  -7.65602  2.24593  -3.08089
C  -8.83413  2.06379  -3.89889
C  -5.25340  2.43123  -2.95888
H  -13.17711  2.78293  -9.34230
H  -13.85346  3.99714  -8.28529
H  -14.41760  2.34869  -8.08899
H  -11.27977  4.11516  -8.59605
H  -9.19756  3.63756  -7.46669
H  -11.14426  0.58601  -5.18850
H  -13.09636  0.99828  -6.57247
H  -7.34202  2.21538  -6.86505
H  -5.31253  2.10953  -5.38852
H  -7.64834  2.23251  -1.97247
H  -9.77001  1.97755  -3.36205
H  -5.52134  2.72495  -1.97293
H  -4.59619  3.22153  -3.40024
H  -4.64265  1.51270  -2.98180
O  -6.99848  7.60520  3.15608
C  -5.89910  7.04030  3.52773
O  -4.91095  7.95291  3.46628
O  -5.91510  5.93175  3.98587
H  -6.86825  8.55542  3.16298
O  6.69316  -4.65771  2.88838
C  6.04380  -3.78261  2.08462
O  6.47734  -2.63714  2.01672
O  5.00981  -4.30474  1.47455
H  7.57624  -4.17277  2.86845
O  -0.65765  -2.26044  5.59467
C  -0.18440  -1.38882  4.66485
O  1.01425  -1.16961  4.54968
O  -1.19538  -0.87616  3.98311
H  0.09052  -2.25447  6.22705
O  -5.76958  0.15334  -0.89263
C  -6.12816  1.00982  0.15934
O  -6.92035  1.86822  -0.25869
O  -5.54466  0.91275  1.23468
H  -4.96331  -0.32045  -0.59072
O  -3.03731  -0.15186  -4.07673
C  -2.28539  0.04972  -2.94590
O  -2.82997  0.62778  -1.98282
O  -1.06721  -0.21834  -3.01464
H  -2.37383  -0.39963  -4.72062

**Calculated total energy**: -4446.75580 hartree
**Total charge**: +5

---

No. 2
DFT (ωB97M-V with the def2-TZVPD basis set) results for a cluster of 2 separate species, C4H14N2 in total at a distorted geometry.

Geometry (Å):
C  -0.19405  0.66814  -2.07816
C  0.50269  1.93299  -2.33990
N  -0.39902  2.92553  -2.73452
H  0.49435  -0.09302  -1.67397
H  -0.58869  0.30853  -3.04332
H  -1.03654  0.78859  -1.37650
H  1.09156  2.15523  -1.42925
H  1.21643  1.70896  -3.15589
H  0.14917  3.76986  -2.93271
H  -0.84931  2.66459  -3.61873
C  -0.80620  -2.48698  2.86831
C  -0.05109  -1.57293  1.94052
N  1.16123  -1.00559  2.58188
H  -1.27653  -1.92701  3.69404
H  -0.15444  -3.26619  3.29801
H  -1.59933  -2.97730  2.27912
H  0.31541  -2.07619  1.02518
H  -0.63745  -0.68811  1.62631
H  1.77331  -0.59461  1.86835
H  0.88849  -0.23442  3.20122

**Energy above the lowest of the compared OMol25 structures with the same formula, charge and spin**: 44.7 kJ/mol

---

No. 3
DFT (ωB97M-V with the def2-TZVPD basis set) results for a cluster of 2 separate species, C6H11F2N in total at a distorted geometry.

Geometry (Å):
C  -2.04376  1.29557  -1.81130
C  -1.46108  0.98456  -0.67128
C  -0.75802  -2.09554  -0.56289
C  1.97009  0.67225  1.16947
C  0.02557  0.82289  -0.40028
C  0.33462  -1.15429  -1.14261
N  0.47696  0.79055  0.90638
F  1.43010  -1.55634  -0.51126
F  0.56978  -1.26268  -2.53181
H  -3.11396  1.36293  -1.89198
H  -1.56302  1.51043  -2.72738
H  -2.05140  0.65251  0.19716
H  -0.80233  -3.10858  -0.92145
H  -0.68045  -1.95128  0.48409
H  -1.65870  -1.54499  -0.84035
H  2.22126  1.53789  1.65465
H  2.19478  -0.29387  1.75732
H  2.46122  0.58941  0.21052
H  0.68544  1.29500  -1.11688
H  -0.18590  0.18612  1.46866

**Energy above the lowest of the compared OMol25 structures with the same formula, charge and spin**: 202.1 kJ/mol